(1)
Density functional theory data (ωB97M-V/def2-TZVPD) for a structure of composition C35H35IN6O7SiTi.

```
86
Properties=species:S:1:pos:R:3
Ti -0.7354 0.1134 0.6167
C -1.3636 -0.5293 -4.2235
N -1.8863 -0.9809 -2.9525
C -1.3335 -2.2285 -2.4761
C -2.8310 -0.2339 -2.2969
C -3.5916 0.6804 -3.0580
C -4.5620 1.4862 -2.4985
C -4.8310 1.4229 -1.1395
C -4.0810 0.5545 -0.3688
C -3.0876 -0.2654 -0.9000
N -2.2985 -1.0118 0.0382
C -2.9162 -2.0647 0.6580
C -4.2086 -2.5178 0.3467
C -4.7714 -3.5878 1.0248
C -4.0715 -4.2499 2.0199
C -2.7755 -3.8349 2.3132
C -2.2037 -2.7653 1.6510
N -0.8400 -2.3406 1.8836
C 0.0411 -3.1583 1.0319
C -0.4338 -2.5217 3.2775
H -2.0166 -0.8005 -5.0674
H -1.2267 0.5537 -4.2258
H -0.3826 -0.9769 -4.3713
H -1.2336 -2.9060 -3.3310
H -0.3369 -2.0797 -2.0519
H -1.9986 -2.6986 -1.7570
H -3.4077 0.7458 -4.1212
H -5.1071 2.1742 -3.1349
H -5.5717 2.0654 -0.6817
H -4.2158 0.5204 0.7065
H -4.7731 -2.0082 -0.4222
H -5.7776 -3.9006 0.7692
H -4.5170 -5.0759 2.5598
H -2.2111 -4.3511 3.0796
H -0.1179 -4.2262 1.2358
H -0.1692 -2.9597 -0.0159
H 1.0806 -2.9066 1.2280
H 0.5358 -2.0540 3.4313
H -1.1687 -2.0628 3.9358
H -0.3345 -3.5850 3.5383
C 4.4115 3.2030 -0.8302
C 4.4255 1.9303 -1.3823
C 3.6848 0.9107 -0.8002
C 2.9130 1.1403 0.3419
C 2.9083 2.4298 0.8779
C 3.6494 3.4518 0.3033
Si 1.8615 -0.2558 1.0647
C 2.6474 -0.5638 2.7837
C 3.3821 -1.7274 3.0334
C 3.9555 -1.9830 4.2724
C 3.8143 -1.0667 5.3049
C 3.0993 0.1022 5.0814
C 2.5255 0.3433 3.8409
H 4.9662 4.0065 -1.3001
H 4.9804 1.7350 -2.2920
H 3.6634 -0.0659 -1.2708
H 2.2795 2.6620 1.7313
H 3.6010 4.4510 0.7190
H 2.3498 -1.4530 0.3107
H 3.5103 -2.4495 2.2339
H 4.5164 -2.8975 4.4300
H 4.2584 -1.2601 6.2745
H 2.9825 0.8279 5.8780
H 1.9622 1.2585 3.6975
O 2.2969 4.8134 -4.8287
N 1.7094 4.9268 -3.7592
O 1.4962 6.0116 -3.2259
C 1.2869 3.7157 -3.0585
C 1.5946 2.4907 -3.6170
C 1.2511 1.3053 -2.9473
C 0.5026 1.4008 -1.7319
O 0.0762 0.3464 -1.0660
C 0.2365 2.6812 -1.2110
C 0.6352 3.8542 -1.8455
N -0.3757 2.7922 0.0570
O -0.2810 3.8279 0.7577
O -1.3681 1.9141 0.3452
N 1.6996 0.1073 -3.4801
O 1.5710 -0.9809 -2.8286
O 2.3059 0.1323 -4.6063
H 2.1419 2.4085 -4.5403
H 0.4383 4.8115 -1.3941
I -2.6975 0.6867 3.4769
C -0.6515 0.7094 2.7035
H -0.3690 1.7598 2.8030
H -0.1167 0.1209 3.4416
```

The lowest unoccupied orbital energy (alpha / beta) comes out at 0.1428 / 0.1428 hartree. The calculation puts the total energy at -3646.4453 a.u. Its spin multiplicity is 3. Its HOMO-LUMO gap (alpha / beta) is 4.16 / 6.41 eV. The charge is -2. The calculation puts the relative energy (zero: lowest compared OMol25 entry of this formula, charge and spin) at 5.8 kcal per mole. As for the expectation value of S²: 2.049.


(2)
Density functional theory data (ωB97M-V/def2-TZVPD) for a structure of composition C35H36BCl3FGeN4O5SeW in a non-equilibrium geometry.

```
88
Properties=species:S:1:pos:R:3
W 0.8099 1.6223 -0.2425
O -1.8264 3.1821 -3.4642
C -2.1472 4.3623 -2.9026
C -2.9624 5.2044 -3.6642
C -3.3602 6.4285 -3.1747
C -2.9576 6.8549 -1.9095
C -2.1571 6.0293 -1.1522
C -1.7396 4.7808 -1.6267
C -0.9028 3.9393 -0.7590
O -0.3200 2.8960 -1.3068
N -0.7371 4.2100 0.4929
N 0.0974 3.2437 1.0557
C 0.3618 3.4690 2.2964
C 1.1539 2.6531 3.1738
C 1.3153 3.0375 4.5114
C 2.0424 2.2550 5.3810
C 2.6190 1.0714 4.9128
C 2.4751 0.6664 3.6024
C 1.7389 1.4605 2.7199
O 1.5947 1.0955 1.4662
H -1.2167 2.7013 -2.8781
H -3.2668 4.8603 -4.6434
H -3.9910 7.0642 -3.7834
H -3.2669 7.8184 -1.5293
H -1.8284 6.3307 -0.1669
H -0.0853 4.3659 2.7152
H 0.8600 3.9597 4.8519
H 2.1694 2.5545 6.4116
H 3.1978 0.4571 5.5913
H 2.9336 -0.2399 3.2277
C -4.4874 1.1261 0.3819
C -3.2996 0.1823 0.4198
C -3.6268 -1.1207 -0.2919
O -2.2125 0.8004 -0.3139
B -1.0444 0.5506 0.3564
O -1.2529 -0.0839 1.5585
C -2.6776 -0.0168 1.8364
C -2.8769 1.1867 2.7498
C -3.1008 -1.2895 2.5420
H -4.8884 1.1653 -0.6309
H -4.2012 2.1349 0.6731
H -5.2814 0.7808 1.0479
H -3.9143 -0.8947 -1.3187
H -4.4507 -1.6482 0.1916
H -2.7579 -1.7790 -0.3198
H -2.5657 2.1081 2.2531
H -2.2625 1.0528 3.6410
H -3.9177 1.2944 3.0570
H -2.8698 -2.1687 1.9467
H -4.1736 -1.2781 2.7460
H -2.5762 -1.3657 3.4955
C 3.9252 -4.1090 0.8223
N 4.0621 -3.4211 -0.4425
C 4.5925 -2.1907 -0.6299
Se 5.2303 -1.0389 0.6617
N 4.5172 -1.9205 -1.9514
C 3.8698 -2.9470 -2.6182
C 3.4965 -3.1110 -3.9422
C 2.8373 -4.2879 -4.2615
C 2.5684 -5.2631 -3.2975
C 2.9410 -5.0948 -1.9730
C 3.5931 -3.9144 -1.6553
H 4.3495 -3.4782 1.5985
H 2.8687 -4.2848 1.0282
H 4.4572 -5.0594 0.7877
H 4.7881 -1.0197 -2.3365
H 3.6986 -2.3544 -4.6881
H 2.5226 -4.4547 -5.2830
H 2.0505 -6.1667 -3.5897
H 2.7188 -5.8427 -1.2242
F -2.4662 -5.4738 -0.9806
C -1.5262 -4.5378 -0.7430
C -0.9034 -3.9312 -1.8213
C 0.0672 -2.9841 -1.5733
C 0.4180 -2.6245 -0.2506
C 1.4568 -1.7085 -0.0039
C -0.2736 -3.2493 0.8136
C -1.2282 -4.2155 0.5720
H -1.1808 -4.2145 -2.8274
H 0.5771 -2.5026 -2.3984
H 2.0727 -1.3711 -0.8208
H 1.7663 -1.4701 1.0038
H -0.0410 -2.9611 1.8311
H -1.7539 -4.7147 1.3749
Cl 2.7588 3.5874 -0.7441
Ge 3.5396 1.4122 -0.6401
Cl 0.9324 0.5379 -2.3695
Cl 4.5317 1.3089 -2.6561
```

The lowest unoccupied orbital energy (alpha / beta) comes out at -0.0485 / -0.0644 hartree. The calculation puts the total energy at -8001.5205 a.u. Its spin multiplicity is 4. Its HOMO-LUMO gap (alpha / beta) is 5.99 / 6.13 eV. The calculation puts the relative energy (zero: lowest compared OMol25 entry of this formula, charge and spin) at 49.8 kcal per mole. As for the expectation value of S²: 3.827.


(3)
Density functional theory data (ωB97M-V/def2-TZVPD) for a structure of composition C35H36BF3FeO3 in a non-equilibrium geometry.

```
79
Properties=species:S:1:pos:R:3
C -1.9282 4.2137 -0.0644
C -1.1132 3.1410 0.5070
C -1.2245 2.4847 1.7381
C -0.2121 1.5602 1.8103
C 0.5632 1.4424 0.4931
B -2.7911 -2.2528 -0.0639
C 2.0307 1.8557 0.7600
C 2.6970 1.5512 1.9767
C 4.0373 1.8944 2.1375
C 4.7287 2.4853 1.0981
C 6.2352 2.5238 1.1472
F 6.8130 2.5387 -0.0932
F 6.6747 3.6465 1.8014
F 6.7632 1.4459 1.7950
C 4.0401 3.0000 0.0125
C 2.6704 2.7556 -0.1063
O -2.8990 -1.6209 1.2035
C -4.1662 -0.9879 1.1553
C -5.1037 -2.0026 1.7965
C -4.2611 0.2643 2.0048
C -4.3513 -0.7701 -0.4175
C -5.6782 -0.9999 -1.0927
C -3.8137 0.6233 -0.8107
O -3.6512 -1.8871 -1.0622
O -0.0816 2.6509 -0.2192
H -2.2487 4.9262 0.7177
H -1.3619 4.7261 -0.8571
H -2.8271 3.7839 -0.5438
H -1.8752 2.8085 2.5570
H -0.0057 0.9214 2.6622
H 2.1773 1.0351 2.7841
H 4.5664 1.6053 3.0276
H 4.5563 3.5511 -0.7564
H 2.1359 3.2924 -0.8955
H -6.1221 -1.6083 1.8100
H -5.0787 -2.9807 1.2940
H -4.8058 -2.1361 2.8487
H -5.2483 0.6939 1.8357
H -4.2218 0.0563 3.0777
H -3.5449 1.0472 1.7770
H -6.4159 -0.2448 -0.8176
H -5.4469 -0.9492 -2.1697
H -5.9996 -2.0300 -0.8826
H -4.5357 1.4249 -0.5408
H -2.8470 0.8791 -0.3499
H -3.6660 0.6442 -1.8966
C 3.5347 -2.4985 -1.8205
C 2.8708 -2.2840 -0.5567
C 3.2910 -1.0087 -0.0369
C 4.2391 -0.4213 -0.9823
C 4.3780 -1.3486 -2.0915
Fe 2.5376 -0.7895 -1.8765
C 2.1665 0.4635 -3.4074
C 1.7355 -0.9081 -3.6663
C 0.7928 -1.2802 -2.5973
C 0.7414 -0.1590 -1.6003
C 0.0724 0.1008 -0.2160
C -0.2196 -1.3897 0.3184
C 0.1243 -1.9326 1.5341
C -0.0287 -3.3104 1.8484
C -0.4686 -4.2513 0.9189
C -0.9526 -3.7527 -0.2668
C -1.1447 -2.3093 -0.4656
C 1.4620 0.9262 -2.2422
H 3.4787 -3.4010 -2.4198
H 2.2384 -2.9950 -0.0275
H 3.0930 -0.6254 0.9612
H 4.8277 0.4754 -0.8210
H 5.0673 -1.2214 -2.9149
H 2.8345 1.0812 -3.9976
H 2.0390 -1.4935 -4.5354
H 0.2312 -2.2134 -2.5407
H -1.0276 0.2964 -0.5099
H 0.3827 -1.2865 2.3624
H 0.1140 -3.6699 2.8709
H -0.4450 -5.3317 1.1390
H -1.1397 -4.3681 -1.1317
H -1.3242 -2.0403 -1.5106
H 1.3352 1.9440 -1.9071
```

The lowest unoccupied orbital energy (alpha / beta) comes out at 0.0157 / 0.0025 hartree. The calculation puts the total energy at -3168.9462 a.u. Its spin multiplicity is 5. Its HOMO-LUMO gap (alpha / beta) is 5.67 / 8.53 eV. The calculation puts the relative energy (zero: lowest compared OMol25 entry of this formula, charge and spin) at 56.2 kcal per mole. As for the expectation value of S²: 6.097.